Computed, not measured: a cluster of 3 separate species, H6O3 in total, with wB97M-V/def2-TZVPD.

Results
ΔE to the lowest compared entry with this formula, charge and spin = 8.4 kcal/mol
SMILES = O.O.O
Net charge = 0
E_tot = -229.311745 Eh
LUMO energy = 0.43 eV
HOMO level = -10.6 eV

Last columns: bonded neighbours and bond lengths (Å).
Element x y z (Å)
1 O 0.42887 -1.78223 -2.39235  H2 0.964, H3 0.964
2 H -0.37503 -2.30717 -2.30694  O1 0.964
3 H 0.50025 -1.59726 -3.33566  O1 0.964
4 O 0.25507 1.46419 2.90374  H5 0.962, H6 0.983
5 H 0.05178 2.40343 2.86576  O4 0.962
6 H 0.03835 1.12122 2.00819  O4 0.983
7 O -0.27404 0.54749 0.32023  H8 0.964, H9 0.967
8 H -0.98737 -0.10012 0.28184  O7 0.964
9 H 0.36212 0.25045 -0.34480  O7 0.967

Mulliken atomic charge list, values in e, 5 entries: number 1, O, carries -0.630; number 2, H, carries 0.318; number 3, H, carries 0.320; number 4, O, carries -0.655; number 5, H, carries 0.308



Computed, not measured: an isolated molecule of C6H9NO in a non-equilibrium geometry, with wB97M-V/def2-TZVPD.

Results
ΔE to the lowest compared entry with this formula, charge and spin = 73.5 kcal/mol
SMILES = CC[C@@]1(C=O)N=C1C
Net charge = 0
E_tot = -363.907064 Eh
LUMO energy = 0.80 eV
HOMO level = -9.2 eV

Last columns: bonded neighbours and bond lengths (Å).
Element x y z (Å)
1 C -0.87866 1.55632 -1.41691  C2 1.560, H9 1.101, H10 1.105, H11 1.086
2 C -0.33611 1.39568 0.03652  C1 1.560, C3 1.518, H12 1.148, H13 0.994
3 C -0.13656 -0.10805 0.09784  C2 1.518, C4 1.566, N6 1.547, C7 1.539
4 C -1.44404 -0.95461 -0.06716  C3 1.566, O5 1.196, H14 1.088
5 O -2.39277 -0.70099 0.61599  C4 1.196
6 N 1.05260 -0.46891 -0.82310  C3 1.547, C7 1.233
7 C 1.20370 -0.82254 0.34809  C3 1.539, N6 1.233, C8 1.425
8 C 1.95426 -1.44965 1.38443  C7 1.425, H15 1.161, H16 1.082, H17 1.055
9 H -0.25394 1.05056 -2.16962  C1 1.101
10 H -1.14024 2.59110 -1.70205  C1 1.105
11 H -1.83853 1.05125 -1.37235  C1 1.086
12 H -1.18118 1.66663 0.76436  C2 1.148
13 H 0.40958 2.03594 0.18481  C2 0.994
14 H -1.31567 -1.62555 -0.91413  C4 1.088
15 H 1.39157 -2.43030 1.64980  C8 1.161
16 H 2.04060 -0.91267 2.32028  C8 1.082
17 H 2.86540 -1.87421 1.06321  C8 1.055

Mulliken atomic charge list, values in e, 5 entries: number 1, C, carries -1.119; number 2, C, carries -0.763; number 3, C, carries 0.974; number 4, C, carries -0.094; number 5, O, carries -0.472